Entry from the Open Molecules 2025 dataset: a structure of composition C29H42Br39FNO (ωB97M-V/def2-TZVPD).

Element x y z (Å)
C -1.623 1.234 1.655
C -1.782 1.364 0.486
N -1.966 1.783 -0.841
C -0.972 2.855 -1.295
C -0.059 2.401 -2.430
C 1.025 1.426 -1.939
C 2.403 2.053 -1.658
C 3.465 0.932 -1.715
C 3.280 -0.212 -0.684
C 2.853 -1.576 -1.277
C 1.330 -1.722 -1.384
C 0.797 -3.143 -1.246
O -0.549 -3.166 -1.802
C -1.456 -2.499 -0.931
C -1.863 4.010 -1.849
C -3.072 3.176 -2.365
F -4.127 3.955 -2.738
C -3.333 2.346 -1.098
C -4.501 1.385 -1.234
H -1.188 1.033 2.611
H -1.904 0.894 -1.359
H -0.439 3.197 -0.411
H -0.694 1.843 -3.131
H 0.339 3.245 -2.989
H 1.187 0.704 -2.738
H 0.703 0.906 -1.032
H 2.610 2.716 -2.504
H 2.461 2.604 -0.718
H 3.570 0.591 -2.747
H 4.412 1.416 -1.456
H 2.640 0.063 0.160
H 4.268 -0.383 -0.249
H 3.208 -2.342 -0.577
H 3.394 -1.733 -2.213
H 0.917 -1.140 -0.555
H 0.946 -1.343 -2.332
H 0.686 -3.459 -0.204
H 1.382 -3.871 -1.806
H -2.014 -1.685 -1.397
H -2.189 -3.234 -0.585
H -0.957 -2.101 -0.044
H -1.399 4.687 -2.555
H -2.299 4.498 -0.975
H -2.779 2.432 -3.115
H -3.619 3.019 -0.288
H -5.345 1.986 -1.579
H -4.338 0.570 -1.942
H -4.795 1.002 -0.255
C 3.062 -6.666 -3.671
Br 3.644 -6.123 -1.919
Br 2.335 -5.179 -4.654
Br 4.459 -7.554 -4.647
H 2.263 -7.381 -3.538
C 7.518 -7.327 -0.079
Br 6.842 -5.573 0.335
Br 6.547 -8.688 0.871
Br 7.546 -7.657 -1.975
H 8.541 -7.360 0.266
C 5.577 -6.262 4.356
Br 4.022 -6.579 3.265
Br 6.809 -7.738 4.288
Br 6.431 -4.593 3.908
H 5.236 -6.182 5.383
C -3.298 -3.794 -4.727
Br -2.723 -3.294 -2.952
Br -4.009 -2.289 -5.703
Br -1.893 -4.669 -5.709
H -4.103 -4.508 -4.619
C -7.510 4.577 -2.565
Br -8.327 6.183 -1.885
Br -8.391 2.994 -1.912
Br -7.393 4.594 -4.484
H -6.500 4.552 -2.189
C 0.055 5.376 2.444
Br -0.401 3.502 2.316
Br 0.157 5.987 4.259
Br 1.651 5.733 1.434
H -0.747 5.925 1.971
C 3.250 -8.251 7.771
Br 4.332 -9.759 8.267
Br 4.326 -6.670 7.502
Br 2.150 -8.631 6.243
H 2.589 -8.043 8.600
C -7.297 -6.121 -5.574
Br -7.468 -4.611 -4.388
Br -7.774 -5.667 -7.379
Br -5.535 -6.888 -5.475
H -7.994 -6.874 -5.237
C 3.918 -1.112 3.439
Br 5.497 -1.173 2.348
Br 3.182 0.664 3.536
Br 2.606 -2.402 2.868
H 4.217 -1.384 4.442
C 0.204 1.737 6.733
Br 1.249 0.227 7.279
Br 1.300 3.291 6.454
Br -0.862 1.320 5.179
H -0.485 1.969 7.533
C 3.474 6.724 -2.079
Br 4.571 5.809 -0.789
Br 4.232 6.655 -3.842
Br 1.665 6.056 -2.055
H 3.431 7.763 -1.786
C -4.869 6.578 0.062
Br -3.459 6.825 1.352
Br -4.234 6.702 -1.748
Br -5.805 4.919 0.350
H -5.579 7.381 0.209
C -2.249 8.079 6.821
Br -1.222 6.565 7.427
Br -1.136 9.619 6.535
Br -3.295 7.651 5.259
H -2.945 8.327 7.610

Results
* 2S+1: 1
* total charge: +1
* highest occupied orbital energy: -11.1 eV

These are the Löwdin partial charges, in e, on atoms 1 to 8:
1. C 0.03
2. C -0.12
3. N 0.03
4. C -0.21
5. C -0.12
6. C -0.19
7. C -0.19
8. C -0.18

=====

Entry from the Open Molecules 2025 dataset: a cluster of 8 separate species, C29H42N10O2P in total (ωB97M-V/def2-TZVPD).

Element x y z (Å)
C 3.578 -2.544 1.422
C 3.485 -2.301 -0.086
O 3.394 -0.919 -0.416
C 2.157 -0.376 -0.068
C 2.033 0.993 -0.722
O 0.698 1.481 -0.717
C 0.229 1.870 0.550
C -1.261 1.675 0.566
N -1.696 0.627 -0.160
C -2.981 0.261 -0.272
C -3.380 -0.921 -1.079
C -2.463 -1.535 -1.923
C -2.876 -2.653 -2.640
C -4.181 -3.050 -2.431
C -5.040 -2.364 -1.593
N -4.645 -1.294 -0.913
C -3.923 1.031 0.404
C -3.526 2.112 1.170
C -2.173 2.445 1.269
P -1.772 3.848 2.377
N -1.888 3.377 3.863
H 4.001 -1.663 1.896
H 4.170 -3.424 1.634
H 2.579 -2.645 1.841
H 4.397 -2.660 -0.549
H 2.629 -2.820 -0.519
H 1.303 -0.990 -0.385
H 2.123 -0.239 1.018
H 2.744 1.692 -0.284
H 2.313 0.879 -1.765
H 0.641 1.265 1.363
H 0.480 2.900 0.774
H -0.977 0.102 -0.646
H -1.452 -1.179 -2.045
H -2.216 -3.199 -3.293
H -4.548 -3.924 -2.948
H -6.049 -2.725 -1.472
H -4.959 0.760 0.313
H -4.266 2.685 1.708
H -2.612 4.914 2.020
H -0.452 4.223 2.079
H -2.557 3.931 4.381
C 1.313 7.064 3.161
C -0.084 6.760 3.414
N -1.168 6.443 3.621
H 1.429 8.032 2.678
H 1.882 7.079 4.089
H 1.754 6.313 2.509
C -7.072 -4.191 -5.326
C -7.205 -4.577 -3.931
N -7.309 -4.882 -2.829
H -7.864 -3.507 -5.617
H -6.115 -3.700 -5.506
H -7.133 -5.058 -5.977
C 4.901 4.686 4.024
C 4.310 5.119 2.770
N 3.847 5.460 1.776
H 4.465 5.217 4.869
H 4.741 3.619 4.174
H 5.974 4.869 4.030
C 7.776 1.655 2.864
C 6.373 1.462 3.194
N 5.264 1.315 3.454
H 7.953 2.629 2.411
H 8.396 1.586 3.758
H 8.120 0.900 2.160
C 11.940 3.180 2.399
C 10.617 3.278 1.804
N 9.576 3.356 1.327
H 12.138 4.037 3.041
H 12.028 2.277 3.001
H 12.707 3.149 1.628
C -1.300 -6.622 -1.879
C -1.816 -6.135 -3.149
N -2.226 -5.755 -4.150
H -1.897 -6.246 -1.050
H -1.323 -7.710 -1.847
H -0.270 -6.302 -1.732
C -11.255 -5.973 -5.172
C -10.379 -5.276 -6.100
N -9.688 -4.726 -6.833
H -12.135 -6.354 -5.686
H -10.738 -6.814 -4.712
H -11.586 -5.304 -4.380

Results
* 2S+1: 1
* total charge: +1
* highest occupied orbital energy: -10.9 eV

These are the Löwdin partial charges, in e, on atoms 1 to 8:
1. C -0.06
2. C -0.25
3. O -0.13
4. C -0.23
5. C -0.15
6. O -0.12
7. C -0.14
8. C -0.14

=====

Entry from the Open Molecules 2025 dataset: a structure of composition C29H43BiGeN2Sb2Se (ωB97M-V/def2-TZVPD).

Element x y z (Å)
Bi 0.474 -1.497 1.205
C -4.264 -4.861 0.902
C -4.032 -4.858 2.274
C -2.996 -4.117 2.807
C -2.183 -3.355 1.959
C -2.409 -3.373 0.583
C -3.447 -4.120 0.059
N -1.145 -2.546 2.464
N -0.961 -2.512 3.704
C 0.087 -1.763 4.177
C 0.312 -1.772 5.558
C 1.388 -1.077 6.078
C 2.225 -0.358 5.236
C 2.003 -0.341 3.857
C 0.940 -1.033 3.315
H -5.075 -5.446 0.490
H -4.670 -5.432 2.931
H -2.792 -4.114 3.867
H -1.767 -2.799 -0.080
H -3.612 -4.121 -1.010
H -0.356 -2.347 6.186
H 1.581 -1.105 7.142
H 3.059 0.191 5.652
H 2.676 0.216 3.216
C 4.611 1.594 -0.359
Sb 2.990 0.173 -0.372
C 4.165 -1.323 0.660
C 3.387 -0.678 -2.361
C 2.953 0.196 -3.494
C 3.722 1.330 -3.771
C 3.424 2.181 -4.818
C 2.325 1.911 -5.621
C 1.551 0.797 -5.362
C 1.850 -0.085 -4.318
C 1.003 -1.296 -4.161
Sb -0.507 -1.085 -2.587
C -1.469 0.662 -3.405
C -1.938 -2.463 -3.434
H 4.360 2.480 -0.937
H 5.484 1.103 -0.787
H 4.829 1.885 0.667
H 5.031 -1.557 0.044
H 3.606 -2.242 0.843
H 4.515 -0.926 1.612
H 2.944 -1.672 -2.359
H 4.473 -0.769 -2.351
H 4.599 1.526 -3.165
H 4.052 3.038 -5.022
H 2.086 2.557 -6.455
H 0.704 0.577 -6.001
H 1.569 -2.195 -3.919
H 0.413 -1.478 -5.057
H -1.866 0.405 -4.386
H -0.751 1.476 -3.504
H -2.286 0.978 -2.757
H -1.707 -2.620 -4.486
H -2.932 -2.026 -3.349
H -1.922 -3.424 -2.924
C -3.373 3.410 0.296
Ge -1.664 3.860 1.162
C -0.329 4.410 -0.165
C -1.930 5.118 2.640
C -0.848 2.106 1.883
Se -1.216 0.630 0.681
C -2.934 0.107 1.423
H -3.721 4.282 -0.257
H -4.144 3.159 1.025
H -3.257 2.589 -0.414
H -0.709 5.244 -0.755
H -0.109 3.584 -0.843
H 0.594 4.730 0.317
H -2.344 6.031 2.212
H -0.998 5.369 3.143
H -2.640 4.731 3.369
H -1.175 1.821 2.882
H 0.235 2.235 1.886
H -3.525 1.018 1.449
H -2.821 -0.298 2.425
H -3.392 -0.622 0.763

Results
* 2S+1: 1
* total charge: +2
* highest occupied orbital energy: -12.7 eV

These are the Löwdin partial charges, in e, on atoms 1 to 8:
1. Bi 1.37
2. C -0.03
3. C -0.04
4. C 0.00
5. C -0.27
6. C -0.06
7. C -0.05
8. N -0.16

=====

Entry from the Open Molecules 2025 dataset: a structure of composition C29H43BrGeN2O2PtSeSi3 (ωB97M-V/def2-TZVPD).

Element x y z (Å)
Pt 0.159 -0.173 -1.009
C -0.958 1.331 2.022
O -0.808 0.030 1.477
C -0.908 -1.092 2.251
C -1.714 -1.222 3.368
C -1.841 -2.468 3.973
Br -3.015 -2.651 5.467
C -1.179 -3.581 3.502
C -0.352 -3.465 2.382
C -0.208 -2.214 1.756
O 0.558 -2.053 0.671
C 0.335 -4.601 1.799
N 1.094 -4.489 0.726
C 1.532 -5.745 0.418
C 2.343 -6.184 -0.622
C 2.594 -7.537 -0.694
C 2.063 -8.437 0.235
C 1.262 -8.014 1.277
C 1.001 -6.656 1.359
N 0.249 -5.895 2.219
H -1.727 1.388 2.791
H -1.238 1.968 1.180
H -0.010 1.683 2.437
H -2.265 -0.390 3.776
H -1.307 -4.528 4.004
H 0.970 -2.958 0.451
H 2.748 -5.487 -1.336
H 3.217 -7.917 -1.488
H 2.289 -9.488 0.134
H 0.854 -8.706 1.994
H -0.264 -6.244 3.011
Se 2.375 0.485 -1.308
C 3.113 0.035 -3.012
C 2.448 0.342 -4.195
C 3.029 0.050 -5.412
C 4.290 -0.523 -5.459
C 4.961 -0.816 -4.284
C 4.377 -0.545 -3.063
H 1.480 0.816 -4.152
H 2.503 0.278 -6.327
H 4.751 -0.733 -6.411
H 5.948 -1.254 -4.322
H 4.900 -0.782 -2.146
C -3.047 -3.055 -4.248
Si -1.559 -2.639 -3.123
C -0.021 -2.054 -4.097
C -1.104 -4.166 -2.069
Ge -2.037 -0.701 -1.668
Si -2.642 1.470 -2.771
C -1.073 1.905 -3.768
C -2.975 2.856 -1.503
C -4.131 1.206 -3.934
Si -4.084 -1.347 -0.380
C -4.491 0.010 0.900
C -3.721 -2.991 0.526
C -5.561 -1.541 -1.573
H -2.776 -3.823 -4.963
H -3.397 -2.194 -4.806
H -3.880 -3.437 -3.666
H 0.429 -2.857 -4.673
H 0.726 -1.676 -3.397
H -0.268 -1.251 -4.786
H -0.935 -5.037 -2.695
H -1.893 -4.418 -1.369
H -0.198 -3.988 -1.500
H -0.204 1.894 -3.110
H -1.143 2.890 -4.218
H -0.906 1.187 -4.567
H -2.120 3.006 -0.850
H -3.842 2.655 -0.882
H -3.159 3.795 -2.016
H -3.958 0.391 -4.628
H -4.306 2.105 -4.517
H -5.043 0.992 -3.389
H -3.742 0.058 1.682
H -5.448 -0.204 1.367
H -4.560 0.991 0.439
H -2.727 -2.992 0.965
H -3.798 -3.838 -0.148
H -4.438 -3.144 1.328
H -5.816 -0.601 -2.048
H -6.438 -1.877 -1.031
H -5.367 -2.263 -2.358

Results
* 2S+1: 2
* ⟨S²⟩: 0.974
* total charge: +1
* highest occupied orbital energy (spin up / spin down): -10.6 / -10.5 eV

These are the Löwdin partial charges, in e, on atoms 1 to 8:
1. Pt 0.29
2. C -0.04
3. O -0.18
4. C -0.21
5. C -0.05
6. C -0.66
7. Br 0.76
8. C -0.07

=====

Entry from the Open Molecules 2025 dataset: a structure of composition C29H43FeN4O5Sb2Si2 (ωB97M-V/def2-TZVPD).

Element x y z (Å)
Fe 13.945 11.497 7.942
C 19.154 10.185 6.891
Sb 20.915 10.131 8.125
C 19.646 10.283 9.865
C 21.123 7.912 8.041
C 20.417 7.094 9.132
C 21.115 6.963 10.329
C 20.540 6.334 11.425
C 19.260 5.851 11.316
C 18.562 5.925 10.136
C 19.106 6.540 9.000
C 18.215 6.594 7.812
Sb 16.363 7.633 8.076
C 15.207 5.842 8.119
C 16.169 7.779 5.915
H 18.376 10.686 7.472
H 18.737 9.207 6.652
H 19.133 10.701 5.936
H 20.255 10.169 10.756
H 18.787 9.618 9.915
H 19.247 11.284 9.902
H 22.192 7.742 8.193
H 20.740 7.619 7.057
H 22.112 7.351 10.404
H 21.090 6.208 12.356
H 18.850 5.297 12.189
H 17.511 5.582 10.102
H 17.909 5.640 7.387
H 18.712 7.122 6.960
H 15.755 5.072 7.525
H 14.241 6.082 7.690
H 15.077 5.449 9.160
H 15.709 6.898 5.491
H 17.174 7.839 5.492
H 15.553 8.619 5.562
O 13.305 10.134 9.488
C 12.979 9.424 8.484
O 13.626 9.436 7.410
C 11.742 8.562 8.606
C 11.094 8.412 9.838
C 9.934 7.661 9.865
C 9.479 7.069 8.709
C 10.083 7.252 7.505
C 11.239 7.980 7.480
N 8.238 6.246 8.791
O 7.617 6.113 7.752
O 7.983 5.689 9.853
H 11.446 8.813 10.788
H 9.388 7.431 10.785
H 9.649 6.873 6.579
H 11.813 8.126 6.529
C 16.006 12.200 10.877
Si 15.781 13.339 9.326
C 17.315 14.423 9.448
C 14.339 14.571 9.688
C 15.685 12.413 7.763
Si 15.959 13.202 6.133
C 15.940 11.831 4.874
C 14.752 14.538 5.604
C 17.713 14.037 5.976
H 16.212 12.894 11.684
H 16.789 11.432 10.803
H 15.133 11.566 11.196
H 17.410 14.910 10.425
H 17.295 15.154 8.641
H 18.177 13.819 9.243
H 14.590 15.197 10.603
H 13.455 13.903 9.864
H 14.092 15.151 8.808
H 16.480 11.662 7.859
H 14.964 11.407 4.813
H 16.632 11.111 5.326
H 16.314 12.032 3.858
H 13.728 14.162 5.504
H 15.130 14.865 4.612
H 14.814 15.310 6.406
H 18.591 13.364 6.019
H 17.823 14.866 6.700
H 17.834 14.466 4.967
O 12.198 12.046 7.206
N 11.239 11.914 8.093
C 10.036 11.762 7.631
C 8.929 11.670 8.595
N 7.948 11.654 9.146
C 9.841 11.746 6.241
N 9.852 11.639 5.100

Results
* 2S+1: 5
* ⟨S²⟩: 6.014
* total charge: -1
* highest occupied orbital energy (spin up / spin down): -6.0 / -6.0 eV

These are the Löwdin partial charges, in e, on atoms 1 to 8:
1. Fe 0.78
2. C -0.36
3. Sb 1.29
4. C -0.35
5. C -0.34
6. C -0.26
7. C -0.08
8. C -0.11